No. 1
Computed, not measured: 14 unconnected molecules or ions with the total composition C26H83N19O17 in a non-equilibrium geometry, with ωB97M-V/def2-TZVPD.

ORCA input file:
```
! wB97M-V def2-TZVPD RIJCOSX def2/J DEFGRID3
* xyz 0 1
H 0.95 2.09 -4.51
H 4.64 -1.30 -2.79
C 1.08 -4.91 -4.30
N 0.95 2.82 -3.81
H 7.47 1.38 1.56
H -6.01 -2.25 0.26
N -0.97 1.79 3.94
H -0.78 -0.55 -1.76
H 0.15 3.45 -3.86
H 3.32 -0.94 -1.69
H -1.99 -3.23 5.35
H 5.46 4.83 0.96
N -3.85 0.70 -1.23
H -0.93 -4.58 5.44
H -0.81 -0.78 -5.02
C -1.78 -0.49 -4.57
O 7.22 1.99 0.86
C 6.91 3.32 1.36
H -6.12 -0.37 2.41
H -2.24 7.66 0.74
C 1.76 2.97 -2.78
N -5.74 0.57 2.42
O -1.98 -1.33 -3.41
H -2.91 -6.70 5.82
C 1.12 4.36 2.18
N -2.66 -6.58 4.85
O 1.50 3.79 -1.90
O -5.16 -1.74 -1.65
H -1.73 -6.93 4.72
C 0.04 -4.17 -3.51
H -0.92 2.40 4.75
H -1.03 0.96 -3.40
H -2.56 -0.05 1.78
C 1.57 -2.97 3.16
H -3.60 1.40 -0.52
H -1.10 4.54 1.90
H -5.34 1.99 -3.03
H 0.90 -4.69 4.12
H -3.63 -1.24 2.36
O 4.54 0.21 -0.06
H -2.98 -4.54 0.41
C 0.90 -0.55 -0.88
N -0.50 -0.54 -0.76
H -5.33 -0.38 -3.13
O -3.97 1.86 1.79
O -2.51 -3.79 2.34
N 3.97 2.65 3.43
H 2.49 -4.32 4.34
C -2.76 -5.14 4.38
H 1.20 5.21 2.87
H 1.96 -5.07 -3.68
H -0.42 -4.86 -2.77
H 0.69 5.75 -0.31
C 5.71 3.81 0.61
H 6.82 0.06 -2.27
C -5.69 -0.56 -2.09
N 1.71 -4.27 3.68
O 2.48 -2.19 3.33
C -2.29 -5.09 2.94
H 3.44 -2.18 -6.52
H 0.39 -1.68 2.33
H 0.62 -5.89 -4.54
H 6.87 3.34 2.44
C -5.36 0.65 -1.29
C -1.75 0.96 -4.22
H 1.29 0.40 0.91
N -0.30 3.17 0.62
N 2.30 -1.33 -4.45
N 4.14 0.28 2.97
H 2.01 4.29 1.56
C -5.94 -2.55 -0.78
O 1.50 -4.23 -5.44
H 3.30 2.58 -1.64
H -3.51 -0.14 -0.74
H 1.50 -0.29 3.81
C -0.20 5.65 0.34
N 2.94 2.29 -2.55
C 5.09 -0.18 -1.13
H 0.47 -3.36 -2.94
H -2.87 -1.23 -2.99
H -2.61 -0.66 -5.27
H -5.52 -3.55 -0.73
H 3.54 1.96 -3.31
H -1.29 8.24 2.11
H -2.61 -2.81 0.55
H -0.44 -3.15 2.52
H 1.10 3.44 2.77
H -0.11 2.45 1.31
H -1.33 -4.01 0.59
H -1.40 -3.01 -4.09
C -2.36 -3.81 0.92
H 2.63 -0.20 -0.03
H 0.43 3.13 -0.11
H -6.76 -0.74 -2.22
H -2.06 6.69 2.18
H -2.37 -4.60 6.46
O 4.57 2.98 0.61
O -0.24 6.89 1.02
H 0.76 -3.90 -5.96
H -6.96 -2.64 -1.13
H -0.84 0.32 -0.29
H -1.32 1.58 -5.02
C -4.34 0.74 2.05
H -5.29 2.78 -1.44
H 3.98 -0.59 3.48
N 6.38 0.11 -1.36
N 0.46 -2.68 2.45
O 1.37 -1.06 -1.89
H -6.39 1.18 1.94
N 4.33 -0.92 -1.92
N 0.80 0.31 4.24
H 4.45 0.33 2.00
C -1.98 -4.33 5.48
H 4.07 2.98 2.49
H -3.22 1.37 -2.99
O -0.87 -3.76 -4.43
C -1.51 7.37 1.50
H 3.65 -0.56 -7.30
C -0.16 4.48 1.31
N 3.45 -1.15 -6.54
C 2.89 -0.54 -5.45
H -1.21 -5.23 2.77
O -0.27 0.42 2.35
C -5.75 1.95 -2.01
C 3.83 1.30 3.80
H 7.83 3.82 1.05
H -1.08 5.59 -0.32
O -3.03 1.45 -3.96
H -5.74 0.72 -0.26
H -1.65 2.05 3.23
H -6.82 2.18 -2.05
H 6.74 0.78 -0.67
H 2.17 -2.33 -4.54
H -3.83 -4.99 4.45
C -0.11 0.85 3.48
H 1.67 -0.84 -3.83
H 6.03 3.92 -0.43
H 3.51 3.23 4.10
O 2.90 0.68 -5.45
H -2.82 -5.86 2.37
N -3.53 -0.33 1.93
H 4.90 2.09 0.41
H 1.20 0.89 4.98
N 1.63 -0.08 0.08
O 3.41 1.07 4.93
*
```


No. 2
Computed, not measured: a molecular structure, C26H84N24O14 in a non-equilibrium geometry, with ωB97M-V/def2-TZVPD.

ORCA input file:
```
! wB97M-V def2-TZVPD RIJCOSX def2/J DEFGRID3
* xyz 0 1
N 1.60 -6.41 -4.41
N 2.09 3.57 -1.69
H 1.95 -5.29 -2.22
H 0.68 -1.16 -3.17
O -3.50 0.54 -1.79
H 1.10 3.57 -1.62
H 5.04 -1.17 3.39
H -2.86 -4.64 -1.16
H -8.95 2.92 2.08
N 5.77 -1.46 -0.99
C 0.56 6.58 7.03
O 0.50 -4.41 0.45
O -3.36 -3.09 0.66
N 2.27 -0.35 -0.96
H 0.62 -7.43 -9.12
H 0.23 3.26 1.75
H 3.02 -3.59 -1.22
H 3.22 -0.08 0.65
N 4.11 -1.56 3.36
C 0.42 -4.36 -5.26
H 2.71 3.14 -1.02
C -3.58 -0.33 -0.89
H -1.20 -2.28 1.52
N -3.62 1.69 -4.91
H 1.33 4.58 4.49
C 0.18 0.61 -0.27
H 1.60 8.28 5.06
C -8.28 2.96 1.23
H 0.29 1.57 2.35
H -5.21 -1.24 -1.63
H -1.11 2.10 1.56
H 6.92 -1.34 1.21
C 3.92 2.74 1.77
C 3.37 -1.38 2.26
H -0.91 -7.46 -8.40
H -5.18 0.29 1.94
H -5.51 1.02 3.31
O 0.67 1.78 0.40
O -1.34 -0.59 2.56
H -0.50 -3.80 -5.07
H 2.32 5.74 6.42
H -0.66 -1.46 5.47
H -3.57 3.97 2.64
C 1.95 6.78 6.44
H 2.88 7.35 8.20
C -0.03 2.23 1.53
H -3.26 -2.37 -1.86
H -2.14 -3.32 -0.79
N 4.14 4.35 -2.29
H 2.14 -5.57 -4.20
O 1.07 6.62 4.05
H -1.90 0.18 0.19
H -3.76 2.40 1.13
H 4.51 0.25 1.83
H 4.62 4.10 3.22
C -4.76 1.12 2.52
N 1.20 -5.21 -1.57
H 0.85 -4.05 -6.20
H 4.58 3.57 -1.84
C -2.25 -3.55 0.35
C -0.27 -6.67 -6.07
H 2.94 2.81 3.53
H -3.36 -4.37 -4.48
N -4.46 -1.33 -0.96
H 2.56 -3.25 0.48
H 5.68 -0.65 -0.41
C 0.14 -7.67 -8.17
C 1.34 -4.44 -0.47
N 2.80 7.64 7.24
H -0.43 -5.94 -4.16
H 1.01 -3.96 -4.43
N 2.50 -3.77 -0.39
O 7.12 -3.33 -1.25
H 0.62 6.43 8.11
C -3.21 2.90 -4.41
H -0.61 -7.65 -5.73
N -2.89 2.85 -3.10
C 6.78 -2.32 -0.65
H -5.79 3.62 0.29
O 0.60 -6.75 -7.19
H -8.34 3.95 0.78
C 1.02 0.23 -1.49
H 2.07 -1.04 -0.25
N 4.69 3.77 2.28
H -5.92 1.98 0.18
O 2.39 -2.14 2.06
H 0.26 -8.70 -7.84
N -3.38 -3.74 -3.71
N 3.76 -0.32 1.50
H 5.57 3.85 1.81
H -0.08 -1.68 -1.64
N 2.87 2.47 2.59
N 7.32 -1.96 0.54
C 1.93 7.24 4.96
H 5.14 -1.58 -1.76
N -1.12 -3.15 1.00
C 0.26 -0.82 -2.22
H -0.79 0.93 -0.68
H -0.18 -3.24 0.64
H -3.67 0.85 -4.36
H -4.12 -3.07 -3.58
O 2.23 4.90 -3.49
H 2.27 8.51 7.25
C -5.90 2.76 0.96
N -1.28 -1.46 4.69
H -2.84 3.76 -2.69
H -2.28 -1.40 4.69
H -2.76 -1.17 0.76
C -2.54 -3.99 -2.67
C 0.33 -5.85 -4.93
H 0.03 5.73 6.62
H -0.03 -0.20 0.43
H -1.13 -4.81 -0.86
H 2.64 5.34 3.68
H -4.42 -2.10 -0.31
H 2.13 1.89 2.24
H -8.45 2.20 0.46
N -2.05 -4.52 -0.57
H 8.23 -2.32 0.80
H 0.39 -5.78 -1.72
H 1.15 -1.11 2.65
N -2.75 -0.36 0.16
H 1.25 1.06 -2.15
N -4.42 3.45 2.82
O -7.00 2.73 1.83
H 3.98 -2.37 3.94
N 0.65 -1.10 3.53
H -5.08 4.22 2.74
H 2.16 -6.71 -5.21
C 2.81 4.28 -2.60
H 1.24 4.92 2.76
H -3.86 0.82 3.06
H -1.16 -6.19 -6.49
O 4.03 2.41 0.59
C 1.54 5.34 3.72
O -1.68 -4.87 -2.78
H -4.03 1.64 -5.82
C -4.64 2.43 1.78
H 2.77 -0.82 -1.70
O -3.05 3.91 -5.08
N -2.69 -3.16 -1.61
C -0.69 -1.05 3.50
H -2.94 1.97 -2.58
H -0.05 7.46 6.79
H 1.13 -1.58 4.27
H -0.63 -0.26 -2.54
H 4.63 5.18 -2.55
H 2.95 7.36 4.58
*
```


No. 3
Computed, not measured: 17 unconnected molecules or ions with the total composition C26H85BN9O21 in a non-equilibrium geometry, with ωB97M-V/def2-TZVPD.

ORCA input file:
```
! wB97M-V def2-TZVPD RIJCOSX def2/J DEFGRID3
* xyz 1 1
H 0.59 0.22 -3.62
H 4.43 2.80 -1.47
H -3.29 10.91 -1.87
H -7.50 -6.51 -2.69
H -6.29 3.59 0.47
H -3.38 -7.02 -3.98
C -7.15 -4.22 -6.74
O 1.64 -0.33 0.49
H 3.90 4.19 2.50
H -3.68 2.13 -0.52
H -2.57 9.39 -1.28
H -4.57 -1.52 -3.83
O 4.12 3.26 7.87
O 1.24 -5.59 -0.03
C 3.45 4.61 4.34
C -6.74 -5.84 -3.08
H -7.73 -4.83 -6.04
C -0.05 -1.23 -6.17
O -2.97 2.12 0.13
H 4.90 1.69 2.82
H 4.20 1.63 10.43
O 4.78 0.87 10.32
O 3.02 -2.05 0.65
H -1.69 3.07 -1.20
N -2.58 -2.45 -5.16
H -3.07 -5.12 -5.24
H -2.89 6.98 -0.61
C -3.46 9.85 -1.71
H -5.03 7.27 -1.40
C -4.57 1.96 -7.17
C -2.59 -6.30 -3.76
C 2.23 -1.46 0.01
H -7.43 3.90 2.44
H 2.61 4.42 5.02
B -3.97 -0.19 -2.51
H 8.33 5.98 5.69
H -1.27 3.22 0.52
H 2.23 0.11 -2.99
H -2.25 -3.02 -4.39
O -0.30 -4.20 -0.42
H 1.30 -0.56 1.37
O -5.67 -5.76 -2.15
O -7.25 3.68 0.40
O -3.77 9.21 -2.95
H 7.56 4.46 6.22
H 3.17 -0.41 10.15
C -2.09 3.21 -0.19
O -3.55 6.36 -0.28
H -7.09 -2.66 -5.57
H -6.43 -4.85 -7.26
H 0.07 -2.54 0.83
H -5.34 5.59 -0.92
O 4.01 1.09 -2.56
O 3.15 4.01 3.08
H -2.47 -6.21 -2.69
O -2.96 -5.02 -4.29
H -4.45 0.02 -7.28
H 3.98 1.22 7.61
H 2.33 -0.93 -5.20
H 8.03 -3.32 9.05
H 6.53 -4.06 8.45
H -3.13 -2.04 -0.41
C 4.06 -0.28 10.75
O 7.72 -6.16 9.15
O -4.60 0.73 -1.71
N -1.40 -0.64 -2.53
O -6.44 -3.21 -6.02
C -7.69 4.43 1.52
H 0.94 -3.05 -5.57
H -7.21 5.42 1.52
H 3.35 0.85 2.89
H 4.70 -1.15 10.64
C -1.87 -2.84 -6.36
H 8.06 4.66 4.53
H -3.01 9.34 -3.53
H 3.50 1.54 -0.63
C 7.65 -7.29 8.29
H -6.36 -6.24 -4.03
N -1.07 -1.99 -0.91
N 0.49 -4.91 0.53
H 4.91 3.16 8.41
H 7.25 -2.69 7.56
H 3.79 -0.17 11.81
O 6.37 5.70 5.05
H -0.21 -2.46 -4.31
H 5.24 1.31 -0.90
N -2.37 -1.71 -0.99
H -1.44 -4.09 -7.65
C 4.32 0.89 2.39
H 4.48 -1.03 2.18
C 7.07 -3.12 8.55
C 4.04 2.13 7.01
H 4.35 4.17 4.76
N 0.87 -1.30 -2.11
N -4.55 -0.49 -3.81
H 3.58 5.69 4.22
H 6.03 6.15 5.83
O -3.91 0.72 -6.90
H 3.15 2.22 6.39
N -2.00 -4.00 -6.80
H -5.01 -5.16 -2.53
H 4.74 1.26 -3.16
O 5.02 -0.34 2.57
H -7.16 -4.85 -3.25
C -0.42 -1.29 -1.89
C -4.58 6.29 -1.26
H -4.16 5.93 -2.21
H 4.17 1.08 1.32
C 1.76 -1.45 -4.42
C -2.59 -0.85 -2.00
H -3.97 2.77 -6.76
H -1.65 -6.63 -4.21
H -2.64 4.15 -0.13
H -1.72 -1.12 -7.28
H -4.67 2.11 -8.25
C 7.65 5.18 5.40
H 4.93 2.09 6.37
C 4.32 1.72 -1.32
O 6.29 -2.23 9.34
H 6.75 -7.20 7.68
H -5.56 1.97 -6.71
H 6.78 -1.41 9.43
H -4.55 0.36 -0.81
H -1.57 -3.12 0.74
H 1.60 -3.10 -1.31
H -7.81 -3.75 -7.47
H 8.52 -6.25 9.68
H 7.58 -8.21 8.88
C 0.52 -2.15 -5.07
H -8.76 4.56 1.47
C 1.87 -2.04 -1.37
H 2.40 -2.27 -4.05
H 0.80 -0.97 -6.82
C -0.68 -2.93 0.12
H 2.81 -2.02 -1.95
H 8.52 -7.33 7.64
H -3.56 -2.69 -5.27
H -0.42 -0.29 -5.72
H -3.87 -0.25 -4.55
H -4.30 9.71 -1.04
C 1.35 -0.49 -3.27
N -1.07 -1.87 -7.05
*
```


Number 1: highest occupied orbital energy -8.31 eV. Number 2: highest occupied orbital energy -8.28 eV. Number 3: highest occupied orbital energy -11.13 eV.